{"formula": "C35H31O2Si", "method": "ωB97M-V with the def2-TZVPD basis set", "species": ["C", "H", "H", "H", "C", "C", "H", "C", "H", "H", "H", "C", "C", "C", "H", "C", "H", "C", "H", "H", "C", "H", "C", "C", "H", "H", "H", "C", "C", "H", "C", "H", "C", "C", "C", "C", "H", "C", "C", "H", "C", "C", "H", "C", "H", "Si", "H", "H", "C", "C", "H", "C", "H", "C", "H", "H", "C", "C", "C", "O", "H", "C", "H", "H", "O", "C", "C", "C", "H"], "xyz": [[0.826257, 0.907658, 1.845010], [4.203696, -7.486206, -0.686497], [6.221967, -4.101412, -0.075248], [1.205359, -3.415901, -6.818626], [3.742132, -2.399784, -1.062058], [1.172059, -0.967148, 0.203577], [-1.829142, -4.307834, -0.794980], [1.855743, -4.447541, -5.039005], [5.852995, -2.065977, -1.094320], [-3.047043, -4.057557, 1.364872], [-2.129630, -2.504109, 3.117766], [5.249901, -3.683296, 0.192342], [1.876951, -6.749491, -6.630869], [1.566573, -6.969132, -1.761934], [3.257998, -1.635703, -1.656616], [5.039934, -2.297574, -0.387397], [1.838618, -3.542047, -4.427556], [-0.264899, -8.691603, -0.484154], [7.414117, -6.502341, -4.342549], [5.115801, -3.725542, 1.277946], [1.497781, -4.376968, -6.391938], [1.881179, -7.648207, -7.247151], [6.716162, -6.716488, -3.536537], [3.130609, 2.169798, 0.883860], [0.151158, -2.878484, -1.300382], [-0.133221, 0.501340, 2.165309], [0.716615, 2.503396, 3.275170], [-2.134430, -3.476147, 1.185785], [-0.490099, -1.833087, 1.901564], [2.652809, -8.780776, -2.256294], [2.238341, -5.672658, -4.473103], [6.544988, -8.239994, -0.506131], [-1.625919, -2.597676, 2.154957], [1.505886, -5.523034, -7.194232], [1.556125, 0.274973, 0.789783], [1.774868, -8.358991, -1.757939], [3.998711, 2.691940, 0.475532], [2.237193, -6.823951, -5.279730], [0.865977, -9.212567, -1.118911], [8.174178, -7.769302, -2.335595], [7.142912, -7.428036, -2.415234], [5.393748, -6.266170, -3.637802], [1.665315, -1.235842, -0.727241], [2.696642, 0.993028, 0.281240], [2.805985, 3.631804, 2.456215], [2.743497, -5.892002, -2.701026], [-0.976592, -9.354542, 0.008849], [2.523558, -7.789541, -4.853530], [1.284149, 2.069090, 2.453140], [3.457974, -3.738422, -1.189216], [1.226965, -5.458874, -8.247392], [0.120838, -1.830548, 0.605183], [3.200566, 0.595796, -0.607088], [-1.466861, -3.598850, -0.046868], [-1.352638, -6.888007, 0.010409], [1.042805, -10.287217, -1.121911], [0.433168, -6.450612, -1.119262], [-0.473891, -7.306685, -0.484110], [2.450700, 2.704920, 1.992168], [2.588083, -4.301273, -1.998688], [5.065757, -5.721768, -4.527193], [6.231376, -7.691876, -1.391623], [0.246353, -5.371885, -1.114923], [-0.063373, -1.237567, 2.710650], [4.211199, -4.511758, -0.421756], [4.908989, -7.251045, -1.486628], [4.484412, -6.511256, -2.598010], [-0.361368, -2.803173, -0.334354], [5.067338, -1.534127, 0.390695]], "atomic_forces_ev_per_a": [[0.146, 0.014, 0.064], [0.257, 0.138, -0.170], [-0.215, -0.137, 0.078], [0.085, -0.278, 0.090], [-1.342, -1.336, -0.943], [-0.428, 0.572, -0.139], [0.121, 0.256, 0.255], [-0.018, -0.219, -0.348], [-0.197, 0.088, 0.138], [0.488, 0.243, 0.038], [0.249, -0.133, -0.223], [-0.275, -0.438, 0.106], [-0.004, 0.114, 0.176], [-0.079, -0.304, 0.106], [0.396, -0.193, -0.201], [1.085, 1.033, 0.424], [0.039, -0.273, -0.181], [0.266, 0.330, -0.144], [-0.104, -0.075, 0.123], [-0.064, -0.077, -0.219], [-0.012, -0.041, 0.089], [0.013, 0.203, 0.169], [-0.132, 0.101, -0.091], [-0.055, -0.077, -0.120], [-0.251, -0.042, 0.326], [0.412, 0.296, -0.177], [0.120, -0.086, -0.250], [0.381, 0.312, -0.483], [-0.234, -0.055, -0.230], [-0.289, 0.098, 0.192], [-0.158, 0.079, -0.198], [-0.021, 0.034, -0.181], [0.163, 0.098, -0.026], [0.134, 0.035, 0.464], [0.314, 0.823, 0.271], [-0.435, -0.041, 0.230], [-0.290, -0.198, 0.158], [-0.123, 0.245, -0.401], [0.031, 0.178, -0.085], [-0.250, 0.072, -0.042], [-0.358, 0.220, -0.034], [0.241, -0.108, 0.270], [-0.117, 0.059, 0.238], [-0.470, -0.389, 0.168], [-0.178, -0.434, -0.176], [-0.086, 0.700, 0.230], [0.211, 0.180, -0.137], [-0.070, 0.244, -0.155], [0.152, 0.012, -0.217], [0.142, 2.326, -0.191], [0.086, -0.033, 0.331], [-0.446, -1.060, 0.518], [-0.030, 0.134, 0.473], [0.015, 0.172, 0.038], [0.216, -0.153, -0.107], [-0.056, 0.234, 0.004], [-0.180, -0.378, 0.123], [0.141, 0.030, -0.116], [-0.150, -0.483, -0.317], [-0.170, -0.859, -0.068], [0.158, -0.154, 0.244], [-0.246, 0.017, 0.065], [0.169, -0.437, -0.008], [-0.189, -0.400, -0.312], [0.627, -0.907, 0.328], [0.466, -0.088, -0.031], [0.121, -0.252, -0.145], [0.126, 0.368, 0.200], [0.151, 0.078, 0.137]], "largest_force_ev_per_a": 2.34, "gap_ev": 4.64, "mol_weight_g_mol": 511.72, "energy_ha": -1792.0589, "total_charge": 1}